# 1
124
Properties=species:S:1:pos:R:3:mulliken_spin:R:1 method="wB97M-V/def2-TZVPD" lumo_ev="-3.71 / -3.46" homo_energy_ev="-9.29 / -9.42" multiplicity=2 total_energy_ev=-190044.3001 total_charge=+1 orbital_gap_ev="5.6 / 6.0"
Zr -3.461 0.058 1.928 1.39
C -2.634 3.311 -1.538 0.00
C -4.073 3.374 -0.826 -0.01
C -5.036 4.335 -1.647 0.00
C -5.597 3.829 -2.996 0.00
C -6.390 2.593 -2.707 0.00
C -5.646 1.450 -1.921 0.00
N -4.757 2.051 -0.810 0.00
O -3.961 1.042 -0.159 0.05
C -4.724 0.644 -2.979 0.00
C -6.792 0.708 -1.271 0.00
C -3.991 3.974 0.659 0.02
H -2.228 4.318 -1.634 0.00
H -2.773 2.791 -2.486 0.00
H -1.903 2.752 -0.954 0.00
H -4.481 5.261 -1.798 0.00
H -5.914 4.600 -1.059 0.00
H -4.783 3.587 -3.680 0.00
H -6.235 4.549 -3.510 0.00
H -6.685 2.232 -3.693 0.00
H -7.339 2.939 -2.296 0.00
H -4.164 1.295 -3.650 0.00
H -5.419 0.047 -3.570 0.00
H -4.242 -0.214 -2.511 0.00
H -7.125 1.302 -0.419 0.00
H -6.516 -0.291 -0.933 0.01
H -7.651 0.744 -1.941 0.00
H -3.616 4.996 0.612 0.00
H -3.290 3.443 1.302 0.00
H -4.975 3.794 1.093 0.00
C 0.825 -2.462 2.637 0.00
C 0.925 -0.982 2.231 0.01
C 2.362 -0.542 1.817 0.00
C 2.876 -1.099 0.494 0.00
C 1.861 -0.563 -0.584 0.00
C 0.325 -0.975 -0.337 0.00
N 0.058 -0.622 1.109 -0.02
O -1.200 0.066 1.371 -0.11
C 0.323 -2.514 -0.606 0.00
C -0.293 -0.130 -1.452 -0.01
C 0.589 -0.069 3.481 -0.01
H 1.180 -3.212 1.931 0.00
H -0.238 -2.691 2.715 0.00
H 1.420 -2.676 3.525 0.00
H 3.071 -0.781 2.610 0.00
H 2.427 0.535 1.666 0.00
H 2.881 -2.175 0.666 0.00
H 3.831 -0.796 0.066 0.00
H 2.197 -1.170 -1.426 0.00
H 2.116 0.462 -0.852 0.00
H 1.298 -2.999 -0.654 0.00
H 0.053 -2.654 -1.653 0.00
H -0.340 -3.133 -0.003 0.00
H 0.073 -0.485 -2.416 0.00
H -0.218 0.945 -1.289 0.00
H -1.348 -0.386 -1.543 0.01
H -0.467 -0.044 3.748 0.02
H 0.905 0.947 3.244 0.00
H 1.130 -0.385 4.373 0.00
C 1.143 1.833 -4.877 0.00
Cl 1.843 0.239 -4.321 0.00
Cl 2.247 2.927 -5.776 0.00
Cl 0.373 2.735 -3.547 0.00
H 0.281 1.677 -5.525 0.00
C -0.617 -6.387 3.728 0.00
Cl -1.668 -7.818 3.536 0.00
Cl -1.209 -5.130 4.918 0.00
Cl -0.400 -5.549 2.156 0.00
H 0.323 -6.796 4.101 0.00
C 3.670 -3.092 5.259 0.00
Cl 4.996 -2.580 6.357 0.00
Cl 2.404 -3.882 6.132 0.00
Cl 4.107 -4.334 4.069 0.00
H 3.214 -2.208 4.815 0.00
C -1.681 3.948 5.570 0.00
C -1.464 4.861 4.318 0.00
O -1.632 3.902 3.337 0.00
C -2.040 2.705 3.832 0.00
O -2.511 1.813 3.060 -0.08
O -1.936 2.674 5.127 0.00
H -2.402 4.397 6.254 0.00
H -0.715 3.933 6.074 0.00
H -0.428 5.177 4.198 0.00
H -2.185 5.677 4.372 0.00
C 7.842 -1.236 0.941 0.00
C 7.417 -1.764 -0.409 0.00
O 8.662 -1.710 -1.126 0.00
C 9.427 -0.802 -0.512 0.00
O 10.477 -0.379 -0.967 0.00
O 8.861 -0.377 0.598 0.00
H 7.980 -2.039 1.664 0.00
H 7.023 -0.624 1.319 0.00
H 6.652 -1.108 -0.825 0.00
H 7.150 -2.821 -0.394 0.00
C 1.142 2.766 0.256 0.00
C 2.544 3.249 -0.070 0.00
O 2.736 4.441 0.695 0.00
C 1.693 4.544 1.508 0.00
O 1.533 5.465 2.337 0.00
O 0.877 3.516 1.376 0.00
H 1.010 1.695 0.405 0.00
H 0.402 2.984 -0.514 0.00
H 2.501 3.625 -1.092 0.00
H 3.425 2.672 0.213 0.00
C 4.983 -2.350 -4.019 0.00
C 3.912 -2.990 -3.100 0.00
O 3.208 -3.770 -4.110 0.00
C 3.978 -4.110 -5.118 0.00
O 3.768 -4.888 -5.962 0.00
O 5.106 -3.235 -5.172 0.00
H 5.913 -2.225 -3.464 0.00
H 4.799 -1.318 -4.318 0.00
H 3.311 -2.233 -2.596 0.00
H 4.287 -3.587 -2.269 0.00
C -2.660 -3.671 -2.161 0.00
C -2.694 -4.720 -1.036 0.00
O -3.074 -3.925 0.149 -0.01
C -3.234 -2.624 -0.194 -0.05
O -3.443 -1.656 0.460 -0.17
O -3.107 -2.494 -1.463 0.00
H -3.392 -3.885 -2.939 0.00
H -1.679 -3.447 -2.579 0.00
H -1.734 -5.228 -0.945 0.00
H -3.536 -5.390 -1.207 0.00

***

# 2
13
Properties=species:S:1:pos:R:3:lowdin_charge:R:1 method="wB97M-V/def2-TZVPD" lumo_ev=-1.42 homo_energy_ev=-9.83 total_energy_ev=-42896.9767 relative_energy_kj_mol=90.5 orbital_gap_ev=8.4
C -1.548 0.922 -0.595 -0.91
C 1.742 -0.132 0.597 -0.72
N -1.491 -0.342 0.062 -0.54
O 0.814 -0.973 -1.684 -0.25
O 0.175 -2.474 0.079 -0.27
F -1.380 0.771 -1.867 0.20
F -0.490 1.624 -0.113 0.06
F -2.665 1.597 -0.320 0.12
F 2.758 -0.892 0.776 0.21
F 2.155 0.850 -0.258 0.12
F 1.313 0.421 1.676 0.14
S 0.401 -1.146 -0.333 0.76
I -1.785 -0.225 1.980 1.07

***

# 3
14
Properties=species:S:1:pos:R:3:lowdin_charge:R:1 method="wB97M-V/def2-TZVPD" lumo_ev=0.82 homo_energy_ev=-8.78 total_energy_ev=-17053.2799 relative_energy_kj_mol=332.9 orbital_gap_ev=9.6
C 2.317 0.653 1.207 -0.38
C -0.197 0.680 -0.598 -0.40
C -1.246 -0.354 -0.864 -0.73
H 3.127 -0.127 1.703 0.08
H 1.695 1.015 2.024 -0.01
H 2.792 1.445 0.426 0.07
H 0.120 1.121 -1.455 0.03
H -0.545 1.269 0.337 0.11
H -2.847 -1.510 0.329 0.17
H -1.009 -0.905 0.983 0.08
H -1.930 -1.507 -2.381 0.13
N -1.869 -0.944 0.251 0.02
N -1.549 -0.428 -2.080 0.07
S 1.141 -0.408 0.119 0.74

***

# 4
11
Properties=species:S:1:pos:R:3:lowdin_charge:R:1 method="wB97M-V/def2-TZVPD" lumo_ev="3.32 / 3.32" homo_energy_ev="-2.02 / -2.02" total_energy_ev=-12998.0446 total_charge=-1 relative_energy_kj_mol=152.4 orbital_gap_ev="5.3 / 5.3"
O -1.293 -1.752 -0.659 -0.41
C -1.066 -0.480 -0.364 -0.48
H -1.979 0.082 -0.076 0.11
C 0.095 0.225 -0.816 -0.23
C 0.496 1.320 0.122 -0.25
C 0.207 0.293 1.209 -0.30
O 0.933 -0.741 1.474 -0.46
Tl 0.458 -2.495 0.277 0.77
H 0.848 -0.247 -1.457 0.07
H -0.243 2.142 0.174 0.09
H 1.544 1.655 0.118 0.09